# 1
Molecular formula: C18H10N3O7Rh
Method: DFT, ωB97M-V/def2-TZVPD

Properties
Strongest force on any atom: 2.84 eV/A
HOMO energy (alpha / beta): -7.96 / -7.96 eV
ΔE to the lowest compared entry with this formula, charge and spin: 20.7 kJ/mol
Calculated total energy: -1493.36540 Ha
Gap between HOMO and LUMO (alpha / beta): 5.01 / 5.02 eV

CARTESIAN COORDINATES (ANGSTROEM)
Rh  -0.33354  -0.75134  0.42288
O  3.94311  2.57020  0.37610
C  4.18703  1.71168  -0.63080
C  5.40454  1.85193  -1.29715
C  5.72048  1.02608  -2.35442
C  4.83724  0.03034  -2.78070
C  3.64435  -0.12388  -2.11821
C  3.29781  0.70224  -1.03862
C  2.02359  0.43712  -0.36410
O  1.35780  -0.60021  -0.72626
N  1.63126  1.30717  0.58987
N  0.46327  0.86719  1.13417
C  -0.17305  1.48133  2.04881
C  -1.40567  0.79983  2.51154
C  -2.28842  1.34498  3.41422
C  -3.42038  0.62159  3.77450
C  -3.62848  -0.62913  3.23264
C  -2.70116  -1.11876  2.32727
N  -1.62570  -0.42108  1.97854
H  3.04618  2.38238  0.71960
H  6.07973  2.62875  -0.96048
H  6.66894  1.15654  -2.86196
H  5.08820  -0.60969  -3.61588
H  2.94231  -0.89245  -2.41292
H  0.18341  2.42352  2.44798
H  -2.09454  2.33079  3.81803
H  -4.13569  1.04128  4.47036
H  -4.49095  -1.22533  3.49552
H  -2.80778  -2.09060  1.86364
O  -4.96211  -2.58185  -3.30474
C  -4.10453  -2.22946  -2.55278
C  -3.92008  -0.81420  -2.00571
O  -4.67074  0.10965  -2.13241
C  -2.62343  -0.85917  -1.22572
C  -2.16527  -2.16844  -1.12477
O  -1.15909  -2.44452  -0.38097
C  -2.98361  -3.10771  -1.94565
O  -2.81175  -4.27876  -2.10810
O  -2.01328  0.12197  -0.68334

These are the natural (NBO) partial charges, in e, on atoms 1 to 5: 1.232 -0.670 0.366 -0.283 -0.146

# 2
Molecular formula: C2H5ClN2O2
Method: DFT, ωB97M-V/def2-TZVPD

Properties
Strongest force on any atom: 9.89 eV/A
Multiplicity: 3
HOMO energy (alpha / beta): -7.01 / -10.88 eV
Expectation value of S²: 2.01
ΔE to the lowest compared entry with this formula, charge and spin: 30.6 kJ/mol
Calculated total energy: -799.11560 Ha
Gap between HOMO and LUMO (alpha / beta): 7.62 / 8.66 eV

CARTESIAN COORDINATES (ANGSTROEM)
C  1.13411  0.24161  -0.52032
C  0.27698  -0.74981  0.17112
N  -2.03878  -0.72281  0.64054
N  -1.13898  -0.42868  -0.16718
O  -1.39163  0.20640  -1.45289
O  -3.31138  -0.27278  0.36867
Cl  0.43421  -2.45665  -0.35133
H  0.88018  0.21949  -1.58591
H  2.22238  -0.12115  -0.46862
H  0.81690  1.16197  -0.13861
H  0.41316  -0.75387  1.20531
H  -3.89606  -0.45787  1.23987

These are the natural (NBO) partial charges, in e, on atoms 1 to 5: -0.641 -0.020 0.020 -0.035 -0.178

# 3
Molecular formula: C29H41N9O3SSeSiSn
Method: DFT, ωB97M-V/def2-TZVPD

Properties
Strongest force on any atom: 0.15 eV/A
HOMO energy: -1.99 eV
Calculated total energy: -5151.83665 Ha
Net charge: -2
Gap between HOMO and LUMO: 6.18 eV

CARTESIAN COORDINATES (ANGSTROEM)
Sn  -0.01074  0.79713  -0.28828
N  -0.23947  2.54014  2.48172
C  -1.05854  3.31331  1.54218
C  -0.15015  3.86396  0.44310
O  0.18895  5.05532  0.47412
N  0.26150  2.96488  -0.46301
C  1.30639  3.36627  -1.37723
C  2.21146  2.18660  -1.74904
O  3.22910  2.38078  -2.39852
O  1.82438  1.01458  -1.34061
H  0.30180  3.16597  3.06564
H  -0.83660  1.99128  3.09048
H  -1.81899  2.63977  1.13909
H  -1.57473  4.16215  2.00160
H  0.90817  3.77496  -2.31512
H  1.92977  4.15010  -0.94352
C  -2.56457  -1.69366  -6.56580
Si  -3.08787  -1.78961  -4.75521
C  -4.97060  -1.71178  -4.69071
C  -2.59096  -3.46471  -4.09757
C  -2.46332  -0.22559  -3.91213
C  -3.09390  0.95059  -4.28332
C  -2.78447  2.17553  -3.69072
C  -1.84855  2.16181  -2.68162
N  -1.20466  1.05454  -2.31835
C  -1.43977  -0.13391  -2.92769
S  -0.43479  -1.44327  -2.45562
H  -2.98261  -2.52610  -7.13890
H  -1.47591  -1.73910  -6.64562
H  -2.89262  -0.76095  -7.03118
H  -5.41238  -2.55531  -5.22820
H  -5.36109  -0.78968  -5.12689
H  -5.31099  -1.75680  -3.65367
H  -3.11044  -4.23192  -4.68329
H  -2.86668  -3.57553  -3.04772
H  -1.51582  -3.62049  -4.16696
H  -3.86648  0.92394  -5.04789
H  -3.27805  3.09327  -3.97740
H  -1.58078  3.05235  -2.12108
C  3.40336  -0.47753  0.93315
N  4.48042  -1.41747  1.29210
C  4.03817  -2.18652  2.45762
N  2.79108  -2.91715  2.22193
C  1.75745  -1.93690  1.84350
N  2.14693  -1.17184  0.66161
C  2.36267  -2.10293  -0.44975
N  3.41337  -3.08566  -0.13122
C  4.64115  -2.35011  0.17236
C  3.00239  -3.80580  1.07496
H  3.68896  0.08496  0.04353
H  3.25106  0.21864  1.76203
H  3.89009  -1.50055  3.29530
H  4.82136  -2.90343  2.72451
H  1.59990  -1.24741  2.67695
H  0.81650  -2.45214  1.64043
H  2.63654  -1.52971  -1.33592
H  1.42972  -2.63184  -0.64992
H  4.93981  -1.78456  -0.71253
H  5.43079  -3.06643  0.42154
H  3.77705  -4.53490  1.33344
H  2.07125  -4.33781  0.86813
N  -1.68277  -2.45249  0.66388
C  -2.27511  -3.68692  0.57640
C  -1.93058  -4.57817  -0.45292
C  -2.49300  -5.84161  -0.50906
C  -3.41053  -6.26197  0.44725
C  -3.76133  -5.37858  1.46302
C  -3.21038  -4.11174  1.53352
H  -2.17136  -1.74447  1.20961
H  -1.29554  -2.09028  -0.20157
H  -1.22715  -4.25168  -1.21142
H  -2.21183  -6.50687  -1.31836
H  -3.84837  -7.25135  0.39758
H  -4.48550  -5.67901  2.21253
H  -3.50528  -3.41926  2.31356
Se  -3.68194  0.23002  2.04387
C  -3.05467  0.94191  3.66819
C  -3.36505  2.24562  4.08892
C  -2.85634  2.74027  5.27440
N  -2.06018  2.05954  6.10523
C  -1.76366  0.81659  5.70978
C  -2.21774  0.23049  4.54463
H  -3.99915  2.86718  3.46908
H  -3.10121  3.75517  5.57915
H  -1.11406  0.25187  6.37439
H  -1.92430  -0.78249  4.29592

These are the natural (NBO) partial charges, in e, on atoms 1 to 5: 1.431 -0.829 -0.314 0.649 -0.712